Version a
The following is a DFT calculation (wB97M-V/def2-TZVPD) of a molecular structure, CH2NO2.

Total charge   -1
Gap between HOMO and LUMO (spin up / spin down)   7.34 / 6.96 eV

Atoms and positions in Å:
C  -1.3240  1.0535  1.5556
N  0.2425  -0.4053  -1.1907
O  -0.6630  -0.4573  -0.1640
O  -1.4049  0.5513  2.6680
H  1.0848  -0.9938  -0.8516
H  -0.9011  0.4090  0.7252

Version b
The following is a DFT calculation (wB97M-V/def2-TZVPD) of a gas-phase ion, CH2NO2 (charge -1).

Total charge   -1
Gap between HOMO and LUMO   7.64 eV

Atoms and positions in Å:
C  0.6202  -0.3314  -0.0143
N  -0.7668  -0.0449  -0.2336
O  1.0520  -1.4505  0.1060
O  1.2858  1.1009  0.0051
H  -1.2295  -0.1324  0.6832
H  -0.9616  0.8583  -0.5465

Version c
The following is a DFT calculation (wB97M-V/def2-TZVPD) of 2 unconnected molecules or ions with the total composition CH2NO2.

Total charge   -1
Gap between HOMO and LUMO   8.16 eV

Atoms and positions in Å:
N  0.2338  -2.4338  0.4704
C  -0.0876  -1.3538  0.1354
O  0.1986  2.8237  -0.2360
O  -0.3840  -0.2284  -0.2632
H  -0.3978  2.6779  0.5100
H  0.4780  1.8906  -0.3125

Version d
The following is a DFT calculation (wB97M-V/def2-TZVPD) of 2 unconnected molecules or ions with the total composition CH2NO2.

Total charge   -1
Gap between HOMO and LUMO   6.99 eV

Atoms and positions in Å:
C  1.9536  -0.2751  -0.7035
N  1.5606  -1.0582  0.2705
O  2.6332  0.3379  -1.6941
O  0.6548  -1.1412  1.1702
H  -3.7199  1.0645  0.2728
H  -3.0824  1.0721  0.6841

version c is favored, and the nearest alternative lies 1.724 eV above it.

Version a
The following is a DFT calculation (wB97M-V/def2-TZVPD) of C3H8N2OS in the gas phase.

Gap between HOMO and LUMO   8.72 eV

Atoms and positions in Å:
C  1.9364  0.6775  1.8854
C  1.7779  -0.3086  0.8079
C  -0.3925  -0.1319  -0.2919
H  2.1776  0.2882  3.0066
H  2.6050  1.5192  1.4201
H  0.8664  1.2976  1.9134
H  1.3774  -1.2682  1.3283
H  2.7522  -0.3338  0.2468
H  1.3250  0.4086  -1.0951
H  -2.0780  0.2553  -1.3905
H  -0.9180  2.1077  -2.1381
N  0.9342  0.1367  -0.2040
N  -1.0507  0.1037  -1.5200
O  -0.6315  1.1217  -2.4366
S  -1.3857  -1.0221  0.8663

Version b
The following is a DFT calculation (wB97M-V/def2-TZVPD) of C3H8N2OS in the gas phase.

Gap between HOMO and LUMO   9.82 eV

Atoms and positions in Å:
N  1.4317  -0.8731  -0.0550
C  0.0187  -0.4455  0.1967
C  -0.0420  1.0681  0.1835
S  0.3758  1.9289  1.6767
C  -0.7861  -1.0629  -0.9798
N  -0.5184  -2.3321  -1.3748
O  -1.5514  -0.3250  -1.5850
H  2.0147  -0.0634  -0.2163
H  1.8601  -1.6161  0.4746
H  -0.2319  -0.8436  1.1922
H  -1.0298  1.3878  -0.1548
H  0.4781  1.5024  -0.6907
H  1.6999  1.7621  1.7067
H  0.3031  -2.7313  -0.9544
H  -0.8652  -2.6124  -2.2730

Version c
The following is a DFT calculation (wB97M-V/def2-TZVPD) of C3H8N2OS in the gas phase.

Gap between HOMO and LUMO   9.10 eV

Atoms and positions in Å:
C  1.9560  0.2276  0.3705
C  -0.3619  -0.1172  -0.2175
C  -0.7281  1.3451  -0.3513
H  2.9422  0.1709  -0.1659
H  2.0619  -0.1721  1.4069
H  1.7004  1.2996  0.4391
H  0.3036  -2.2531  -0.1472
H  0.2117  1.9139  -0.3471
H  -1.2406  1.5399  -1.2948
H  -1.3388  1.5598  0.5179
H  -3.4690  -1.6039  0.5432
N  0.9529  -0.4873  -0.3867
N  -1.2499  -1.0529  -0.1068
O  1.1804  -1.8842  -0.2861
S  -2.9210  -0.4859  0.0258

version b is favored, and the nearest alternative lies 2.444 eV above it.

Version a
The following is a DFT calculation (wB97M-V/def2-TZVPD) of C3H8N2OS in the gas phase.

Gap between HOMO and LUMO   9.40 eV

Atoms and positions in Å:
C  -0.2201  -0.6574  0.1345
C  -0.9323  0.0018  -1.2452
S  -2.1689  -1.0255  -1.7804
N  1.1494  -0.0395  0.0753
C  1.6002  0.6389  1.2340
N  0.7113  1.4433  2.0428
O  2.7690  0.7740  1.4342
H  -0.9221  -0.4213  0.9872
H  -0.1407  -1.7429  0.0007
H  -0.0728  0.1224  -1.9323
H  -1.3252  0.8992  -0.7475
H  -3.5393  -0.6711  -1.3676
H  1.8768  -0.5114  -0.4756
H  1.1764  1.8246  2.8310
H  -0.2138  0.9895  2.1494

Version b
The following is a DFT calculation (wB97M-V/def2-TZVPD) of C3H8N2OS in the gas phase.

Gap between HOMO and LUMO   10.24 eV

Atoms and positions in Å:
N  1.9234  -0.8988  0.8017
C  0.5530  -0.7494  0.3308
C  -0.1988  0.1799  1.3118
S  -1.9002  0.9001  0.9946
C  0.4979  -0.3965  -1.1785
N  -0.0999  0.7320  -1.6496
O  1.3061  -0.9822  -1.8782
H  2.2186  -1.7402  0.3371
H  2.4258  -0.0568  0.5360
H  -0.0203  -1.6820  0.3634
H  0.4146  1.0928  1.2850
H  -0.2047  -0.1542  2.3438
H  -2.1616  0.1270  -0.0955
H  -0.9601  1.0927  -1.2921
H  0.3419  1.0114  -2.5072

Version c
The following is a DFT calculation (wB97M-V/def2-TZVPD) of C3H8N2OS in the gas phase.

Gap between HOMO and LUMO   9.09 eV

Atoms and positions in Å:
C  0.3621  -1.7325  0.5624
C  -0.0674  -0.7259  -0.5105
C  -0.4480  0.6324  0.0837
H  2.3959  -1.4761  0.4933
H  1.8499  -1.7847  2.0116
H  0.4388  -2.7303  0.0902
H  -0.3896  -1.7789  1.3300
H  -0.9682  -1.1474  -1.0102
H  0.6069  -0.1648  -2.3718
H  1.6941  0.0653  -1.1830
H  1.0474  0.3639  1.2373
N  1.6346  -1.2894  1.1526
N  0.9974  -0.5981  -1.5117
O  0.3985  1.0790  1.0098
S  -1.7104  1.5118  -0.4360

version c is favored, and the nearest alternative lies 0.236 eV above it.

Version a
The following is a DFT calculation (wB97M-V/def2-TZVPD) of 2 unconnected molecules or ions with the total composition CHIS2.

Gap between HOMO and LUMO   9.61 eV

Atoms and positions in Å:
C  -0.6256  -1.6707  0.0485
S  -1.0961  -1.3151  1.4977
S  -0.3146  -2.0306  -1.3938
I  0.2794  2.3063  -0.2937
H  1.7570  2.7101  0.1413

Version b
The following is a DFT calculation (wB97M-V/def2-TZVPD) of CHIS2 in the gas phase.

Gap between HOMO and LUMO (spin up / spin down)   7.01 / 7.01 eV

Atoms and positions in Å:
C  -0.2593  -0.2439  -0.0228
S  -1.5725  -1.8711  -0.0269
S  1.4181  -0.3874  0.0515
I  -1.2721  1.5627  -0.0231
H  1.6859  0.9397  0.0213

version a is favored, and the nearest alternative lies 2.604 eV above it.

Version a
The following is a DFT calculation (wB97M-V/def2-TZVPD) of 2 unconnected molecules or ions with the total composition H2.

Gap between HOMO and LUMO   6.81 eV

Atoms and positions in Å:
H  0.0000  0.0000  1.1875
H  0.0000  0.0000  -1.1875

Version b
The following is a DFT calculation (wB97M-V/def2-TZVPD) of 2 unconnected molecules or ions with the total composition H2.

Gap between HOMO and LUMO   7.97 eV

Atoms and positions in Å:
H  0.0000  0.0000  1.0254
H  0.0000  0.0000  -1.0254

version b is favored, and the nearest alternative lies 0.838 eV above it.

Version a
The following is a DFT calculation (wB97M-V/def2-TZVPD) of 2 unconnected molecules or ions with the total composition C3H7ClN3.

Total charge   +1
Gap between HOMO and LUMO   7.33 eV

Atoms and positions in Å:
C  2.8511  -0.2764  -0.1851
C  0.0672  -0.1061  0.0319
C  -2.1630  0.4818  0.9848
N  2.9401  -1.0306  -1.1104
N  -0.3004  -0.0331  -1.2583
N  -0.7263  0.0581  1.0065
Cl  3.6293  0.3208  1.0450
H  -2.3775  1.1094  0.1425
H  -2.4285  0.7705  1.9725
H  -2.6983  -0.4467  0.7234
H  2.1186  -1.3679  -1.6160
H  0.4652  -0.1196  -1.9540
H  -1.0505  0.5071  -1.6844
H  -0.3269  0.1326  1.9015

Version b
The following is a DFT calculation (wB97M-V/def2-TZVPD) of a molecular structure, C3H7ClN3.

Total charge   +1
Gap between HOMO and LUMO   10.00 eV

Atoms and positions in Å:
C  -2.3577  0.2601  -0.7645
C  0.4439  0.0910  0.1646
C  -0.6853  1.0020  -0.0068
N  -2.3581  0.1362  -1.9586
N  0.5388  -0.4997  1.3426
N  1.2422  -0.1240  -0.7740
Cl  -3.3176  -0.0876  0.5707
H  -0.9678  1.4037  1.0360
H  -0.3246  1.8407  -0.6576
H  -3.0485  -0.2076  -2.5957
H  -0.0246  -0.3923  2.2117
H  1.1638  -1.3463  1.4720
H  0.8212  0.2375  -1.6542
H  2.2300  -0.4312  -0.6512

version b is favored, and the nearest alternative lies 2.312 eV above it.

Version a
The following is a DFT calculation (wB97M-V/def2-TZVPD) of 2 unconnected molecules or ions with the total composition CH3N3O2Si.

Gap between HOMO and LUMO   8.54 eV

Atoms and positions in Å:
C  2.6610  1.1011  -0.3711
N  3.5697  1.6874  0.0634
N  -0.5090  0.6130  -0.7987
N  -0.5312  -1.9604  1.5060
O  -0.8399  -2.7102  2.3645
O  -1.3331  -0.8888  1.4072
Si  1.0540  0.2734  -0.9296
H  -1.0651  -0.4257  0.6146
H  -1.0300  1.4391  -0.7272
H  1.4521  -0.9581  -1.3056

Version b
The following is a DFT calculation (wB97M-V/def2-TZVPD) of CH3N3O2Si in the gas phase.

Gap between HOMO and LUMO   10.91 eV

Atoms and positions in Å:
C  -0.6298  -1.7491  -0.0074
N  -1.1046  -2.7126  0.4675
N  1.5998  0.4226  0.3507
N  -1.1409  1.1577  -0.0693
O  -2.1645  1.2023  -0.6922
O  -0.9206  1.7826  0.9568
Si  0.1782  -0.1260  -0.5696
H  2.3238  -0.3132  0.3328
H  1.3405  0.7003  1.2841
H  0.5181  -0.3646  -2.0535

Version c
The following is a DFT calculation (wB97M-V/def2-TZVPD) of CH3N3O2Si in the gas phase.

Gap between HOMO and LUMO   9.95 eV

Atoms and positions in Å:
C  -1.2450  1.0179  -1.1166
N  -1.2468  1.6631  -2.0666
N  0.6836  0.6505  1.2876
N  0.4512  -1.2698  -0.9147
O  -0.1916  -2.0836  -1.5346
O  1.6697  -1.2472  -0.7562
Si  -0.5916  0.0318  0.3608
H  0.3098  0.7611  2.2682
H  1.6711  0.7895  1.1409
H  -1.5104  -0.3134  1.3313

version b is favored, and the nearest alternative lies 0.504 eV above it.

Version a
The following is a DFT calculation (wB97M-V/def2-TZVPD) of 3 unconnected molecules or ions with the total composition C6H18N2O.

Gap between HOMO and LUMO   10.44 eV

Atoms and positions in Å:
C  -0.0248  -0.1458  2.4070
C  0.5684  1.2082  2.1973
C  2.1642  -1.4226  1.1270
O  0.2620  -0.9232  3.3325
H  1.3886  -1.4685  2.0005
H  -1.0551  -0.2085  1.9967
H  0.6190  1.3925  1.1176
H  -0.0749  1.9639  2.6459
H  1.5646  1.2574  2.6295
H  2.0285  -2.3947  0.6574
H  3.1263  -1.3438  1.6246
H  2.0938  -0.6272  0.3912
C  -0.8467  -0.0149  -1.7611
C  -0.3240  -1.4448  -1.6784
C  -2.2227  0.1044  -1.1081
N  0.1039  0.8771  -1.0828
N  -0.0621  2.2615  -1.3572
H  1.0480  0.6385  -1.3760
H  -0.9434  0.2645  -2.8286
H  -0.8169  2.6111  -0.7757
H  -0.3093  2.4328  -2.3355
H  -0.2085  -1.7417  -0.6375
H  -1.0183  -2.1273  -2.1637
H  -2.9338  -0.5477  -1.6114
H  0.6378  -1.5378  -2.1820
H  -2.1619  -0.1865  -0.0612
H  -2.6026  1.1235  -1.1678

Version b
The following is a DFT calculation (wB97M-V/def2-TZVPD) of 2 unconnected molecules or ions with the total composition C6H18N2O.

Gap between HOMO and LUMO   9.50 eV

Atoms and positions in Å:
C  0.5584  -0.3886  -1.1192
N  -0.7463  -0.1534  -1.7266
C  -1.6129  0.5071  -0.7620
C  -0.6032  0.8213  -2.8336
C  0.4355  -1.6415  -0.1505
C  0.3635  -1.3063  1.3354
C  1.3461  -0.2894  1.9010
N  2.7619  -0.5177  1.6886
H  0.7823  0.4473  -0.4494
H  1.3826  -0.6456  -1.7740
H  -1.6330  0.0139  0.1975
H  -2.6365  0.5684  -1.1280
H  -1.3704  1.5528  -0.5346
H  -1.5618  0.9236  -3.2709
H  -0.0989  1.7313  -2.4795
H  0.1805  0.4104  -3.4770
H  -0.4756  -2.0885  -0.5248
H  1.2475  -2.3357  -0.3644
H  -0.5916  -0.8238  1.5559
H  0.2868  -2.1947  1.9405
H  1.1350  0.7132  1.5704
H  1.1529  -0.2933  2.9801
H  3.2670  0.2360  1.2460
H  3.1267  -1.4338  1.4877
H  -2.7524  1.5407  1.3331
H  -1.5616  2.2187  1.9085
O  -2.3826  2.4273  1.4500

version b is favored, and the nearest alternative lies 0.790 eV above it.